1.
C2H5S | wB97M-V/def2-TZVPD

HOMO energy = -0.0884 hartree
F_max = 0.41 eV/A
Energy = -12990.2562 eV
Energy above the lowest of the compared OMol25 structures with the same formula, charge and spin = 63.6 kJ/mol

Geometry as ORCA input:
```
! wB97M-V def2-TZVPD RIJCOSX def2/J DEFGRID3
* xyz -1 1
S 1.584 1.477 0.864
H 2.046 0.227 0.689
C -1.463 -0.965 -1.184
C -2.036 -2.061 -0.705
H -1.612 -0.624 -2.205
H -0.865 -0.327 -0.541
H -1.900 -2.300 0.346
H -2.576 -2.747 -1.345
*
```



2.
C8H10O | wB97M-V/def2-TZVPD

HOMO energy = -0.3149 hartree
F_max = 4.56 eV/A
Energy = -10499.9604 eV
Energy above the lowest of the compared OMol25 structures with the same formula, charge and spin = 544.4 kJ/mol

Geometry as ORCA input:
```
! wB97M-V def2-TZVPD RIJCOSX def2/J DEFGRID3
* xyz 0 1
C 1.527 -0.801 -1.236
C -0.887 -0.643 -0.624
C 0.303 -0.292 -1.410
C 0.042 1.791 0.968
C -1.073 -0.462 0.676
C -0.199 0.410 1.508
C 0.017 0.209 -2.857
C -0.204 0.401 3.000
O 1.025 0.997 0.988
H 2.385 -0.849 -1.866
H -1.649 -1.219 -1.106
H -1.914 -0.741 1.276
H 1.683 -1.157 -0.257
H -0.574 1.059 -2.678
H -0.687 -0.483 -3.278
H 0.963 0.490 -3.353
H 0.234 1.232 3.482
H 0.344 -0.383 3.330
H -1.337 0.443 3.438
*
```



3.
C3H5N3OS | wB97M-V/def2-TZVPD

HOMO energy = -0.3194 hartree
F_max = 5.12 eV/A
Energy = -20544.6598 eV
Energy above the lowest of the compared OMol25 structures with the same formula, charge and spin = 96.4 kJ/mol
SMILES string = NC(=S)/N=C/NC=O

Geometry as ORCA input:
```
! wB97M-V def2-TZVPD RIJCOSX def2/J DEFGRID3
* xyz 0 1
C -1.770 0.127 0.003
C 0.306 -0.818 -0.026
C 2.596 0.153 0.101
H -1.745 2.217 -0.260
H -3.305 1.380 0.035
H -0.228 -1.749 -0.136
H 2.054 -1.829 -0.210
H 2.066 1.101 0.563
N -2.262 1.325 -0.012
N -0.341 0.285 -0.063
N 1.667 -0.870 0.063
O 3.752 -0.179 -0.085
S -2.790 -1.142 0.026
*
```



4.
C4H3LiO6 | wB97M-V/def2-TZVPD

HOMO energy = -0.3085 hartree
F_max = 6.91 eV/A
Energy = -16684.4726 eV
Energy above the lowest of the compared OMol25 structures with the same formula, charge and spin = 287.8 kJ/mol

Geometry as ORCA input:
```
! wB97M-V def2-TZVPD RIJCOSX def2/J DEFGRID3
* xyz 0 1
O -0.780 -1.657 0.117
C -0.553 -0.414 -0.065
O 0.244 1.071 -1.788
C 0.683 2.094 -1.026
C 0.361 -0.217 -1.224
O 1.173 1.858 0.106
O 0.595 3.239 -1.522
H 1.402 -0.443 -0.945
H 0.111 -0.924 -2.033
Li 1.305 3.828 0.219
O -1.108 -1.550 2.617
C -1.397 -2.014 1.436
O -1.845 -3.123 1.242
H -0.193 -1.749 2.866
*
```



5.
C4H10N | wB97M-V/def2-TZVPD

HOMO energy = -0.6179 hartree
F_max = 1.60 eV/A
Energy = -5788.4970 eV
Energy above the lowest of the compared OMol25 structures with the same formula, charge and spin = 517.3 kJ/mol

Geometry as ORCA input:
```
! wB97M-V def2-TZVPD RIJCOSX def2/J DEFGRID3
* xyz 1 1
C -0.443 0.228 -0.159
N -0.162 -1.000 0.421
C 1.137 -1.075 0.804
C 1.898 -0.360 -0.393
C 0.888 0.734 -0.822
H -0.759 0.999 0.571
H -1.279 0.112 -0.855
H -5.634 0.575 0.996
H -5.358 0.670 0.313
H 1.302 -0.297 1.587
H 1.561 -2.019 1.103
H 2.168 -1.048 -1.182
H 2.833 0.034 0.000
H 1.189 1.724 -0.506
H 0.660 0.724 -1.878
*
```



6.
H2O2Si2 | wB97M-V/def2-TZVPD

HOMO energy = -0.3626 hartree
F_max = 3.14 eV/A
Energy = -19881.9348 eV
Energy above the lowest of the compared OMol25 structures with the same formula, charge and spin = 94.3 kJ/mol

Geometry as ORCA input:
```
! wB97M-V def2-TZVPD RIJCOSX def2/J DEFGRID3
* xyz 0 1
O 0.741 -0.613 -0.322
O 0.912 1.872 0.875
Si 1.156 0.368 0.944
Si 0.374 0.709 -1.957
H 1.866 -0.585 1.870
H 1.840 0.606 -2.332
*
```



7.
C3H3InO2 | wB97M-V/def2-TZVPD

HOMO energy (spin up / spin down) = -0.7736 / -0.7249 hartree
F_max = 9.67 eV/A
Energy = -12403.2872 eV
Energy above the lowest of the compared OMol25 structures with the same formula, charge and spin = 231.9 kJ/mol

Geometry as ORCA input:
```
! wB97M-V def2-TZVPD RIJCOSX def2/J DEFGRID3
* xyz 2 1
O 0.331 0.563 1.130
C -2.949 -0.792 -0.289
O -2.405 -0.703 0.710
In -0.921 -0.223 2.059
C 0.586 0.684 -0.168
H 0.306 1.650 -0.611
H 2.135 -0.792 -0.205
C 1.474 -0.131 -0.771
H 1.442 -0.255 -1.854
*
```



8.
C21H23N3O4 | wB97M-V/def2-TZVPD

HOMO energy = -0.2820 hartree
F_max = 1.28 eV/A
Energy = -34810.0813 eV
Energy above the lowest of the compared OMol25 structures with the same formula, charge and spin = 278.5 kJ/mol
SMILES string = CCCn1nc2cc(C(=O)NCc3ccc4c(c3)OCO4)ccc2c1OCC

Geometry as ORCA input:
```
! wB97M-V def2-TZVPD RIJCOSX def2/J DEFGRID3
* xyz 0 1
C -6.701 -0.910 1.360
C -6.010 -2.246 1.115
H -5.355 -2.483 1.954
H -6.756 -3.038 1.026
C -5.169 -2.232 -0.164
N -4.075 -1.305 -0.056
C -4.005 -0.082 -0.616
C -2.789 0.480 -0.211
C -2.090 1.687 -0.402
C -0.871 1.842 0.193
C -0.301 0.830 1.006
C -0.969 -0.347 1.236
C -2.215 -0.543 0.622
N -3.015 -1.606 0.694
H -0.545 -1.107 1.873
C 1.025 1.016 1.660
O 1.298 0.542 2.746
N 1.909 1.766 0.950
H 1.698 1.998 -0.008
C 3.277 1.949 1.384
C 4.236 1.136 0.552
C 5.217 1.746 -0.211
C 6.098 1.011 -1.003
C 5.946 -0.353 -1.003
C 4.955 -0.976 -0.240
C 4.091 -0.256 0.544
H 3.333 -0.739 1.139
O 5.026 -2.331 -0.426
C 6.097 -2.545 -1.318
O 6.661 -1.303 -1.683
H 6.864 -3.169 -0.831
H 5.729 -3.062 -2.219
H 6.864 1.488 -1.591
H 5.312 2.822 -0.191
H 3.535 3.012 1.336
H 3.305 1.618 2.427
H -0.344 2.778 0.073
H -2.503 2.485 -1.001
O -5.033 0.309 -1.402
C -4.946 1.592 -1.997
C -6.199 1.800 -2.832
H -6.168 2.776 -3.306
H -6.267 1.033 -3.599
H -7.081 1.738 -2.200
H -4.876 2.358 -1.214
H -4.050 1.647 -2.629
H -5.775 -1.931 -1.021
H -4.746 -3.225 -0.336
H -7.320 -0.962 2.251
H -5.967 -0.120 1.503
H -7.332 -0.645 0.514
*
```